Run one
Entry from the OMol25 dataset: 2 unconnected molecules or ions with the total composition C4H5Cl3O (ωB97M-V with the def2-TZVPD basis set).

Structure (XYZ):
```
13
Properties=species:S:1:pos:R:3:mulliken_charge:R:1
C 1.871 -1.231 0.090 -0.234
C 3.667 0.924 -0.589 -0.021
C 0.406 0.407 -0.787 -0.759
C 0.526 -1.196 -0.539 0.334
O -0.514 -1.885 0.099 -0.482
Cl 1.844 -1.601 1.725 -0.189
Cl 4.238 -0.256 -1.587 0.020
Cl 4.653 1.157 0.809 -0.074
H 1.367 0.871 -0.497 0.260
H -0.417 0.760 -0.144 0.289
H 0.284 0.602 -1.906 0.253
H 0.830 -1.623 -1.544 0.253
H -0.206 -1.882 1.025 0.350
```

Calculated values
HOMO level (eV): -8.91
Orbital gap (hartree): 0.2885
2S+1: 1
Charge: 0

***

Run two
Entry from the OMol25 dataset: a single C4H5Cl3O molecule (ωB97M-V with the def2-TZVPD basis set).

Structure (XYZ):
```
13
Properties=species:S:1:pos:R:3:mulliken_charge:R:1
C -1.379 0.394 1.127 -1.412
C -0.608 -0.127 -0.057 0.481
C 0.923 0.127 0.020 0.046
C 1.620 -0.602 1.136 -0.149
H -1.190 -0.164 2.015 0.365
H -2.422 0.351 0.911 0.399
H -1.084 1.428 1.268 0.400
H 1.270 -0.177 -1.018 0.393
H 2.047 0.095 1.892 0.285
O 1.688 -1.822 1.223 -0.418
Cl -0.949 -1.803 -0.298 -0.105
Cl -1.202 0.776 -1.533 -0.152
Cl 1.240 1.868 0.171 -0.132
```

Calculated values
HOMO level (eV): -10.50
Orbital gap (hartree): 0.3886
2S+1: 1
Charge: 0
Structure (SMILES): CC(Cl)(Cl)[C@@H](Cl)C=O

***

List of relative energies, unit eV: run one 6.291; run two 0.000

***

Run one
Entry from the OMol25 dataset: a gas-phase ion, C4H11NPS (charge +1) (ωB97M-V with the def2-TZVPD basis set).

Structure (XYZ):
```
18
Properties=species:S:1:pos:R:3:mulliken_charge:R:1
C -0.841 -2.727 -0.131 -0.974
C 1.688 0.425 -0.572 -0.687
C -0.218 1.549 0.589 -0.928
C -0.649 -0.026 -1.135 -0.652
N 0.237 0.289 -0.096 0.181
P -1.403 -1.519 -1.376 0.307
S -2.833 -2.027 -2.614 -0.235
H -1.685 -3.145 0.492 0.364
H -0.452 -3.605 -0.722 0.343
H -0.010 -2.606 0.617 0.371
H 1.857 1.519 -0.687 0.293
H 2.439 -0.031 0.204 0.323
H 1.867 -0.029 -1.552 0.333
H 0.352 2.315 0.127 0.364
H -1.219 1.821 0.571 0.395
H 0.131 1.544 1.657 0.374
H -0.899 0.787 -1.649 0.570
H 0.072 -0.519 0.473 0.257
```

Calculated values
HOMO level (eV): -12.69
Orbital gap (hartree): 0.3184
2S+1: 1
Charge: +1
Structure (SMILES): C[NH+](C)C=P(C)=S

***

Run two
Entry from the OMol25 dataset: a molecular structure, C4H11NPS (ωB97M-V with the def2-TZVPD basis set).

Structure (XYZ):
```
18
Properties=species:S:1:pos:R:3:mulliken_charge:R:1
C -0.886 1.550 0.269 -0.891
C 1.567 -0.280 -1.076 -0.730
C 0.982 -0.917 1.194 -1.134
C -1.108 0.247 -0.361 -0.168
N 0.525 -0.837 -0.121 -0.136
P -2.485 -0.870 0.303 0.214
S -3.979 0.262 -0.044 -0.133
H -0.207 1.426 1.148 0.242
H -0.402 2.160 -0.542 0.304
H -1.837 1.969 0.271 0.452
H 2.506 -0.203 -0.611 0.348
H 1.618 -0.977 -2.017 0.308
H 1.313 0.812 -1.440 0.247
H 0.282 -1.399 1.903 0.353
H 1.866 -1.435 1.397 0.438
H 1.163 0.084 1.640 0.407
H -1.112 0.195 -1.457 0.488
H 0.192 -1.786 -0.456 0.390
```

Calculated values
HOMO level (eV): -13.06
Orbital gap (hartree): 0.2816
2S+1: 1
Charge: +1

***

List of relative energies, unit eV: run one 0.000; run two 0.253

***

Run one
Entry from the OMol25 dataset: a single C7H8BrNO3 molecule (ωB97M-V with the def2-TZVPD basis set).

Structure (XYZ):
```
20
Properties=species:S:1:pos:R:3:mulliken_charge:R:1
C 0.586 -1.728 0.466 -0.376
C 1.412 -0.807 0.875 -0.603
C -0.776 -1.355 -0.050 0.191
C 1.399 0.668 0.709 0.037
C -1.618 -0.616 0.683 -0.108
C 0.481 1.019 -0.369 -0.086
C 0.494 0.598 -1.620 -0.986
N -0.247 2.176 -0.063 1.053
O 0.154 2.838 0.914 -0.644
O -1.203 -2.110 -1.113 -0.418
O -1.203 2.448 -0.748 -0.600
Br -3.418 -0.473 0.069 -0.222
H 0.807 -2.821 0.581 0.378
H 2.274 -0.969 1.487 0.428
H 0.998 1.181 1.603 0.403
H 2.448 0.916 0.385 0.310
H -1.385 -0.274 1.799 0.350
H -2.047 -1.790 -1.306 0.249
H 1.155 -0.079 -2.183 0.304
H -0.311 1.180 -2.119 0.341
```

Calculated values
HOMO level (eV): -8.85
Orbital gap (hartree): 0.3000
2S+1: 1
Charge: 0
Structure (SMILES): C=C(C/C=C\C(O)=C\Br)[N+](=O)[O-]

***

Run two
Entry from the OMol25 dataset: a single C7H8BrNO3 molecule (ωB97M-V with the def2-TZVPD basis set).

Structure (XYZ):
```
20
Properties=species:S:1:pos:R:3:mulliken_charge:R:1
C 0.158 -0.393 0.023 0.341
C 0.861 -1.046 -0.889 -0.075
C 1.789 1.482 -0.243 0.892
C -1.215 -0.983 0.221 0.614
C 0.717 0.891 0.667 -0.567
C 2.869 0.644 -0.488 -0.934
C -3.389 -0.526 1.090 -0.622
N 1.512 2.591 -0.756 -0.645
O -1.595 -1.948 -0.398 -0.705
O 0.822 -2.035 -1.655 -0.468
O -2.025 -0.172 0.904 -0.259
Br 3.765 -0.458 0.730 -0.087
H -0.053 1.667 0.596 0.344
H 1.228 0.562 1.539 0.349
H 3.465 0.629 -1.366 0.443
H -3.791 0.312 0.460 0.241
H -3.637 -0.584 2.159 0.229
H -3.537 -1.484 0.504 0.294
H 2.131 3.235 -1.228 0.257
H -0.075 -2.382 -1.869 0.361
```

Calculated values
HOMO level (alpha / beta) (eV): -8.47 / -8.61
Orbital gap (alpha / beta) (hartree): 0.3053 / 0.2853
2S+1: 1
Charge: 0

***

List of relative energies, unit eV: run one 0.779; run two 0.000

***

Run one
Entry from the OMol25 dataset: a gas-phase ion, C3H3N2O (charge +1) (ωB97M-V with the def2-TZVPD basis set).

Structure (XYZ):
```
9
Properties=species:S:1:pos:R:3:mulliken_charge:R:1
C -2.494 1.072 -0.004 0.270
C -1.516 -0.024 0.002 0.671
C -0.067 -0.012 0.024 -0.951
N -2.329 -1.062 -0.006 0.034
N -3.688 0.894 0.000 -0.104
O -3.516 -0.768 0.004 0.022
H 0.327 0.834 0.595 0.362
H 0.361 0.108 -0.986 0.336
H 0.308 -0.969 0.389 0.361
```

Calculated values
HOMO level (alpha / beta) (eV): -17.72 / -17.54
Orbital gap (alpha / beta) (hartree): 0.3262 / 0.2675
2S+1: 1
Charge: +1
Structure (SMILES): Cc1c#[n+]on1

***

Run two
Entry from the OMol25 dataset: a gas-phase ion, C3H3N2O (charge +1) (ωB97M-V with the def2-TZVPD basis set).

Structure (XYZ):
```
9
Properties=species:S:1:pos:R:3:mulliken_charge:R:1
C 1.014 0.512 -2.182 0.646
C 1.873 -0.205 -1.068 0.348
C -0.311 0.197 -0.487 -0.322
N 2.215 0.104 -2.366 -0.300
N 1.054 -0.231 -0.114 -0.100
O -0.204 0.729 -1.813 -0.213
H -1.094 -0.657 -0.398 0.328
H -0.358 1.099 0.186 0.348
H 1.207 -0.612 0.839 0.264
```

Calculated values
HOMO level (eV): -15.20
Orbital gap (hartree): 0.3774
2S+1: 1
Charge: +1
Structure (SMILES): C1[NH+]=C2N=C2O1

***

List of relative energies, unit eV: run one 2.036; run two 0.000

***

Run one
Entry from the OMol25 dataset: a single C4H3NO3 molecule (ωB97M-V with the def2-TZVPD basis set).

Structure (XYZ):
```
11
Properties=species:S:1:pos:R:3:mulliken_charge:R:1
C -0.328 0.331 -1.477 0.274
C -0.612 -0.795 1.070 -0.134
C 0.714 -0.131 0.834 -0.162
C 0.742 0.513 -0.453 0.281
H -0.815 -1.336 2.089 0.307
H 1.471 -0.383 1.549 0.442
H 1.802 0.851 -0.810 0.331
N -1.642 -0.875 0.241 -0.327
O -0.255 0.762 -2.558 -0.440
O -1.531 -0.285 -1.089 -0.200
O 0.454 1.347 0.605 -0.372
```

Calculated values
HOMO level (eV): -10.76
Orbital gap (hartree): 0.3957
2S+1: 1
Charge: 0
Structure (SMILES): O=C1ON=C[C@@H]2O[C@H]12

***

Run two
Entry from the OMol25 dataset: a molecular structure, C4H3NO3 (ωB97M-V with the def2-TZVPD basis set).

Structure (XYZ):
```
11
Properties=species:S:1:pos:R:3:mulliken_charge:R:1
C -1.204 1.722 -0.869 0.234
C 0.209 -0.297 0.111 -0.162
C -0.212 -1.245 1.499 0.067
C 0.139 1.485 -0.802 0.535
N -2.357 1.775 -0.824 -0.296
O 1.613 -0.588 0.020 -0.523
O -1.275 -1.186 2.012 -0.401
O 1.139 1.906 -1.277 -0.401
H -0.426 -0.855 -0.489 0.303
H 0.580 -2.002 1.612 0.313
H 1.794 -0.714 -0.993 0.331
```

Calculated values
HOMO level (eV): -9.85
Orbital gap (hartree): 0.3191
2S+1: 1
Charge: 0

***

List of relative energies, unit eV: run one 0.000; run two 0.775